# 1
8
Properties=species:S:1:pos:R:3 method="wB97M-V/def2-TZVPD" smiles="CC(=S)S" homo_energy_ev=-8.63 mol_weight_g_mol=92.19 e_tot_ev=-23808.3642 relative_energy_kj_mol=49.6 e_lumo_ha=-0.008
C -0.451 -0.030 0.046
C 1.029 -0.369 -0.001
S -0.872 1.656 -0.013
S -1.628 -1.162 0.059
H 1.282 -1.363 -0.590
H 1.510 0.570 -0.424
H 1.361 -0.811 0.992
H -2.230 1.508 -0.068

# 2
9
Properties=species:S:1:pos:R:3 method="wB97M-V/def2-TZVPD" smiles=SC1(S)CS1 homo_energy_ev=-9.05 mol_weight_g_mol=124.26 e_tot_ev=-34643.1837 relative_energy_kj_mol=100.6 e_lumo_ha=0.018
C 0.922 -0.727 -0.299
C -0.217 0.150 0.096
S -0.249 -1.475 0.831
S 0.227 1.347 1.412
S -1.589 0.583 -1.038
H 0.929 -1.243 -1.282
H 1.966 -0.640 0.126
H 0.542 2.211 0.419
H -2.531 -0.205 -0.266

# 3
9
Properties=species:S:1:pos:R:3 method="wB97M-V/def2-TZVPD" smiles="CSC(=S)S" homo_energy_ev=-8.77 mol_weight_g_mol=124.26 e_tot_ev=-34642.6121 relative_energy_kj_mol=155.7 e_lumo_ha=-0.011
C 0.664 -0.272 1.091
C -1.014 0.274 -1.435
S 0.327 1.218 1.576
S 1.605 -1.501 1.685
S -0.337 -1.049 -0.693
H -0.864 0.330 -2.508
H -0.453 1.201 -1.141
H -1.957 0.525 -1.253
H 2.029 -0.726 2.678

# 4
7
Properties=species:S:1:pos:R:3 method="wB97M-V/def2-TZVPD" smiles=C#C[SiH3] homo_energy_ev=-10.42 mol_weight_g_mol=56.14 e_tot_ev=-10013.6160 relative_energy_kj_mol=24.1 e_lumo_ha=0.035
C -2.425 0.060 0.028
C -1.204 0.018 0.041
Si 0.817 -0.078 -0.018
H -3.500 0.192 -0.093
H 1.269 1.211 0.400
H 1.463 -0.073 -1.406
H 1.410 -1.178 0.777

# 5
7
Properties=species:S:1:pos:R:3 method="wB97M-V/def2-TZVPD" homo_energy_ev="-9.22 / -8.97" mol_weight_g_mol=56.14 e_tot_ev=-10009.6874 relative_energy_kj_mol=403.2 e_lumo_ha="-0.059 / -0.051"
C -0.281 1.112 0.243
C 0.357 -1.733 0.411
Si 0.149 -0.393 -0.681
H -0.113 2.177 -0.117
H -0.372 -1.343 1.089
H -0.420 0.633 1.148
H 0.681 -0.454 -2.093

# 6
7
Properties=species:S:1:pos:R:3 method="wB97M-V/def2-TZVPD" homo_energy_ev="-7.16 / -10.78" mol_weight_g_mol=56.14 spin_multiplicity=3 e_tot_ev=-10009.4290 relative_energy_kj_mol=51.9 e_lumo_ha="0.042 / -0.089"
C 1.340 -0.359 0.006
C 2.079 0.520 0.437
Si -1.864 -0.058 0.259
H 0.950 -1.247 -0.190
H 2.598 1.350 0.750
H -2.437 -1.135 -0.547
H -2.666 0.928 -0.715